No. 1
Here is a molecular structure, CuH52O26 in a non-equilibrium geometry from the OMol25 dataset. Energies are from ωB97M-V with the def2-TZVPD basis set.

Output
Net charge ... +1
DFT total energy ... -98717.272 eV
Highest occupied orbital energy ... -10.2 eV
Spin multiplicity ... 1

Element x y z (Å)
Cu 6.89904 -12.78775 -12.63442
O 9.53936 -17.43770 -12.39711
H 10.14448 -17.53719 -11.66215
H 8.67733 -17.35672 -11.98896
O 4.54989 -12.59560 -15.94228
H 3.62897 -12.35490 -16.04329
H 4.58052 -13.52609 -16.16472
O 8.02895 -10.85500 -12.41507
H 8.44596 -10.17519 -11.88575
H 7.57462 -10.37506 -13.10751
O 5.15924 -14.10768 -13.41278
H 4.49252 -14.78648 -13.30817
H 4.95519 -13.69844 -14.25369
O 4.87839 -10.27781 -10.64656
H 5.58134 -10.92411 -10.71279
H 4.34053 -10.42772 -11.42404
O 6.45648 -7.92696 -13.95425
H 6.35083 -7.09948 -14.42367
H 7.09474 -8.41710 -14.47255
O 6.40557 -16.87493 -13.18626
H 5.51661 -16.52093 -13.16034
H 6.66383 -16.94259 -12.26704
O 7.50261 -16.44011 -15.73460
H 7.11731 -16.74873 -14.91452
H 8.41959 -16.26935 -15.51963
O 10.88048 -11.51572 -10.64363
H 10.29567 -11.16684 -9.97094
H 10.91711 -10.82899 -11.30944
O 3.82595 -9.07401 -13.17619
H 4.67798 -8.67416 -13.35055
H 3.19518 -8.36984 -13.32620
O 7.27077 -16.68698 -10.67385
H 7.57921 -17.09569 -9.86512
H 6.58647 -16.08062 -10.39047
O 3.50072 -16.22839 -13.00573
H 2.94949 -16.40459 -12.24328
H 3.00436 -16.57671 -13.74636
O 7.23821 -13.85982 -17.69919
H 7.59828 -14.35723 -18.43348
H 6.60021 -14.45061 -17.29900
O 2.88646 -14.40612 -10.37715
H 2.59788 -14.14642 -11.25208
H 2.07552 -14.53109 -9.88421
O 8.64461 -9.62876 -9.56630
H 8.67859 -8.80888 -10.05911
H 8.43012 -9.36264 -8.67221
O 5.90927 -12.89165 -10.50177
H 5.37460 -13.62611 -10.20023
H 6.44846 -12.66083 -9.74531
O 5.02653 -15.71519 -9.58066
H 4.23147 -15.18301 -9.61034
H 4.74915 -16.57837 -9.88761
O 5.58907 -11.17426 -13.90255
H 5.30734 -11.46298 -14.77060
H 4.90082 -10.57491 -13.61389
O 8.30497 -9.24396 -15.40486
H 8.17863 -9.94911 -16.03972
H 9.09404 -8.79136 -15.70276
O 9.89528 -16.28572 -14.72107
H 9.70179 -16.66480 -13.86370
H 10.76064 -15.88964 -14.61859
O 8.48770 -11.56059 -17.07693
H 8.91808 -11.45602 -17.92550
H 8.02012 -12.39297 -17.14595
O 10.89844 -10.95731 -14.81195
H 10.61602 -10.44537 -14.05406
H 10.08661 -11.17793 -15.26855
O 5.16979 -15.39264 -16.66797
H 4.64235 -16.13214 -16.96993
H 5.95887 -15.79361 -16.30354
O 7.45062 -12.44400 -8.33671
H 7.68174 -11.53370 -8.15186
H 7.54514 -12.89114 -7.49565
O 8.83048 -13.80759 -11.43689
H 8.98061 -14.37232 -10.67876
H 9.16163 -12.95090 -11.16734
O 8.38368 -13.03382 -14.64636
H 9.23044 -13.32201 -14.30553
H 8.17660 -13.66270 -15.33763

No. 2
Here is a molecular structure, C3H33NO15S2 in a non-equilibrium geometry from the OMol25 dataset. Energies are from ωB97M-V with the def2-TZVPD basis set.

Output
Energy relative to the best compared isomer or geometry (same formula, charge and spin) ... 0.0 kJ/mol
Net charge ... 0
DFT total energy ... -57519.741 eV
Highest occupied orbital energy ... -9.0 eV
Spin multiplicity ... 1

Element x y z (Å)
N -0.58032 0.12974 0.27660
C 0.07375 0.71403 -0.85329
C 0.32912 2.28340 -0.77342
O 1.55676 2.33117 0.60976
O 0.97615 2.83958 -1.68505
C -0.51983 0.38452 -2.30531
S -0.22105 -1.16020 -3.00554
S -1.94506 -2.26383 -3.14851
H -1.56672 0.27221 0.26126
H -0.29128 -0.82816 0.27630
H 1.11803 0.43914 -1.01527
H 1.63391 3.19428 1.04684
H 0.03394 1.10711 -2.92012
H -1.58292 0.62937 -2.16010
H -2.19269 -2.91144 -1.99592
H 3.04520 0.19875 -1.57851
H 3.44097 0.20175 -0.09426
O 3.16819 -0.39449 -0.80222
H -2.06284 2.41757 -0.76984
H -2.37352 2.79530 -2.11051
O -2.84912 2.39928 -1.36294
H -2.79707 -2.90007 1.41152
H -1.34764 -3.54291 1.67351
O -2.21430 -3.33113 2.06847
H 3.73192 1.93803 -3.10438
H 2.34575 1.95243 -2.51029
O 3.04566 1.32177 -2.81982
H -4.20429 -1.98851 0.00016
H -3.60340 -0.64257 0.36822
O -3.42868 -1.58579 0.39361
H 0.99019 -4.38053 0.92788
H 0.07826 -3.93390 -0.13027
O 0.21776 -3.80858 0.81769
H 2.08918 -2.31815 1.76672
H 0.85381 -1.96814 2.67682
O 1.71460 -1.67097 2.38676
H -1.53507 -1.56961 2.99376
H -2.95998 -1.39348 3.50775
O -2.25979 -0.94699 3.02595
H -1.02623 1.82589 2.77110
H -1.39884 0.58025 3.55268
O -0.80046 1.36721 3.58997
H -0.57931 3.97106 -0.50802
H 0.78752 0.98727 3.21134
O -0.51837 3.11281 -0.04907
H 1.72724 -0.08741 2.56217
H 1.22698 1.67783 1.36092
O 1.61987 0.88899 2.66613
H 3.51226 -3.09350 0.44399
H 2.65419 -2.11946 -0.25652
O 2.54856 -2.96547 0.26000
H 0.29216 3.51453 -2.91982
H 0.26910 2.82256 -4.24435
O -0.22226 3.50745 -3.78454

No. 3
Here is C3H6FN3 in the gas phase in a non-equilibrium geometry from the OMol25 dataset. Energies are from ωB97M-V with the def2-TZVPD basis set.

Output
<S²> ... 2.010
Energy relative to the best compared isomer or geometry (same formula, charge and spin) ... 229.8 kJ/mol
Net charge ... 0
DFT total energy ... -10388.915 eV
Highest occupied orbital energy (spin up / spin down) ... -4.5 / -9.4 eV
Spin multiplicity ... 3

Element x y z (Å)
C -0.33744 -0.36704 -0.75469
C -0.31632 1.38703 0.57524
C 0.70333 0.35740 1.13277
N -0.78880 0.87697 -0.70523
N 0.37012 -0.82386 0.36933
N -0.47116 -1.18462 -1.85721
F 1.34721 -1.70387 0.04251
H -1.17886 1.44551 1.35048
H -0.08815 2.51821 0.40325
H 1.78575 0.64668 0.91781
H 0.64864 -0.03233 2.22981
H -1.30251 -1.02270 -2.38220
H -0.37180 -2.09739 -1.32188

No. 4
Here is 4 unconnected molecules or ions with the total composition C18H38IN8O3 from the OMol25 dataset. Energies are from ωB97M-V with the def2-TZVPD basis set.

Output
Net charge ... +1
DFT total energy ... -45442.257 eV
Highest occupied orbital energy ... -11.1 eV
Spin multiplicity ... 1

Element x y z (Å)
C -1.78799 -5.71427 -5.31330
C -1.29429 -4.44504 -4.60838
C 0.18578 -4.51590 -4.19259
C 1.07600 -3.51852 -4.92597
C 0.72171 -2.04684 -4.69753
C 1.60996 -1.35090 -3.67341
C 1.39052 -1.84981 -2.25106
C 2.15017 -1.04431 -1.21053
C 1.57142 0.36205 -1.01070
C 1.77890 0.93933 0.39605
C 2.93096 1.96984 0.47536
C 2.53071 3.20126 1.20102
C 1.99413 3.14339 2.50762
C 1.59638 4.27745 3.14715
C 1.74372 5.47283 2.46128
I 1.18731 7.30772 3.24572
N 2.27929 5.44578 1.25404
N 2.68207 4.35316 0.59199
H -0.96791 -6.27030 -5.75826
H -2.29797 -6.37786 -4.62268
H -2.49335 -5.47528 -6.10209
H -1.90877 -4.28120 -3.73011
H -1.43312 -3.60618 -5.28299
H 0.28864 -4.38049 -3.11955
H 0.54231 -5.51663 -4.42186
H 2.11175 -3.68521 -4.63561
H 1.00567 -3.74654 -5.98707
H 0.83858 -1.51268 -5.63765
H -0.31858 -1.94180 -4.40262
H 2.65340 -1.48128 -3.94940
H 1.36281 -0.28948 -3.69968
H 0.32109 -1.85166 -2.04229
H 1.72384 -2.88418 -2.20153
H 3.17476 -0.95287 -1.56920
H 2.16655 -1.57896 -0.26530
H 2.00058 1.03239 -1.74921
H 0.50488 0.31899 -1.21561
H 1.99671 0.11903 1.07104
H 0.84715 1.39976 0.70981
H 3.22019 2.26241 -0.52582
H 3.79420 1.54596 0.97821
H 1.90397 2.19189 3.00599
H 1.19560 4.22543 4.14729
H 2.40803 6.30765 0.74070
C -3.93490 -9.26501 -4.03986
O -3.49202 -8.31121 -3.42548
N -3.13464 -10.27971 -4.49162
N -5.26692 -9.39661 -4.32713
H -3.47786 -11.07240 -4.99845
H -2.15463 -10.21079 -4.29542
H -5.87741 -8.66909 -4.00835
H -5.65109 -10.17252 -4.83048
C -1.96193 8.96247 6.99230
O -2.57923 9.39739 7.93727
N -0.88821 9.61619 6.44088
N -2.30417 7.77607 6.37595
H -0.35901 9.25264 5.67499
H -0.63889 10.50410 6.83513
H -3.11241 7.30052 6.73111
H -1.84016 7.41751 5.56425
C -0.00921 3.74119 6.99503
O 0.68995 3.26446 6.10141
N -0.41591 3.02270 8.06485
N -0.41398 5.04533 6.92906
H -0.98189 3.40190 8.80051
H -0.12198 2.06494 8.12012
H -0.06404 5.54012 6.12393
H -0.99725 5.51171 7.59873

No. 5
Here is 2 unconnected molecules or ions with the total composition C4H12S2 in a non-equilibrium geometry from the OMol25 dataset. Energies are from ωB97M-V with the def2-TZVPD basis set.

Output
Energy relative to the best compared isomer or geometry (same formula, charge and spin) ... 156.1 kJ/mol
SMILES string ... CCC.CSS
Net charge ... 0
DFT total energy ... -26011.500 eV
Highest occupied orbital energy ... -8.4 eV
Spin multiplicity ... 1

Element x y z (Å)
C 1.77690 1.62721 -0.17377
C 3.39967 1.26130 -0.22806
C 3.71976 0.31524 1.03182
H 1.45285 1.86788 0.81654
H 1.45198 2.46017 -0.86174
H 1.23335 0.68596 -0.19090
H 3.65971 0.79018 -1.31071
H 3.93651 2.25731 -0.16909
H 4.73955 -0.00846 0.89547
H 3.01722 -0.59651 1.17196
H 3.63433 0.93452 1.94555
C -2.61716 0.29556 -1.43439
S -1.65076 -1.18403 -0.85362
S -1.53882 -0.65122 1.21053
H -2.99273 0.93839 -0.52635
H -1.84873 0.95928 -2.03804
H -3.43425 0.06429 -2.19275
H -1.49148 -1.98488 1.57596

No. 6
Here is 7 unconnected molecules or ions with the total composition C41H39F6NO6S in a non-equilibrium geometry from the OMol25 dataset. Energies are from ωB97M-V with the def2-TZVPD basis set.

Output
Energy relative to the best compared isomer or geometry (same formula, charge and spin) ... 0.0 kJ/mol
SMILES string ... O=NOC(=O)OC(O)(O)CCCS.Fc1ccccc1.Fc1ccccc1.Fc1ccccc1.Fc1ccccc1.Fc1ccccc1.Fc1ccccc1
Net charge ... 0
DFT total energy ... -84061.303 eV
Highest occupied orbital energy ... -9.0 eV
Spin multiplicity ... 1

Element x y z (Å)
O 0.25848 1.62269 -1.17248
N -0.02871 0.50378 -1.10781
O -1.16787 0.20340 -1.91682
C -1.44384 -1.13293 -2.00926
O -1.94943 -1.52030 -2.94809
O -1.08145 -1.89227 -0.98313
C -1.85468 -1.69437 0.20780
O -2.65148 -2.76778 0.35407
O -2.67820 -0.59239 0.08321
C -0.91931 -1.54634 1.37639
C -0.43844 -2.86912 1.94249
C 1.04275 -3.18905 1.90892
S 1.90142 -3.08179 0.31916
H -3.55763 -2.44999 0.36486
H -2.27331 0.13026 0.56100
H -0.06949 -0.99761 1.02883
H -1.37527 -0.96397 2.13340
H -0.72185 -2.87260 2.97193
H -0.93715 -3.69985 1.49116
H 1.59639 -2.65848 2.65260
H 1.08784 -4.21753 2.17662
H 1.88396 -4.35667 -0.06810
F 5.98929 -3.00118 -1.18437
C 5.80678 -1.70215 -1.49854
C 6.90153 -0.94208 -1.85329
C 6.71326 0.39212 -2.18053
C 5.44235 0.94455 -2.14018
C 4.35603 0.16078 -1.77634
C 4.53172 -1.17652 -1.45506
H 7.88510 -1.39272 -1.87109
H 7.56008 1.00165 -2.46688
H 5.29809 1.98642 -2.39260
H 3.36802 0.59522 -1.74169
H 3.70515 -1.82141 -1.17164
F -6.08353 -3.46459 0.16605
C -5.91276 -4.75553 -0.20671
C -6.48519 -5.75166 0.55430
C -6.30975 -7.07082 0.16709
C -5.56208 -7.37174 -0.96168
C -4.99145 -6.35138 -1.70872
C -5.16963 -5.02936 -1.33389
H -7.05805 -5.49500 1.43568
H -6.75725 -7.86460 0.74861
H -5.42385 -8.40217 -1.25855
H -4.40444 -6.58416 -2.58582
H -4.73777 -4.21840 -1.90562
F -4.63355 -1.86940 2.06470
C -5.64271 -1.12837 2.57171
C -5.34785 -0.02025 3.33668
C -6.39370 0.73115 3.85077
C -7.70763 0.36145 3.59983
C -7.97784 -0.75977 2.82729
C -6.93732 -1.51093 2.30264
H -4.31565 0.24529 3.52779
H -6.18163 1.60638 4.44895
H -8.52008 0.94868 4.00525
H -9.00055 -1.04981 2.63090
H -7.12317 -2.37851 1.69650
F 1.14659 5.63530 1.86012
C 0.79608 5.83068 0.57224
C 0.72160 7.11922 0.08696
C 0.36540 7.31484 -1.23832
C 0.08109 6.22805 -2.05234
C 0.15730 4.93991 -1.54263
C 0.52346 4.73635 -0.22092
H 0.94035 7.95297 0.74045
H 0.30924 8.31867 -1.63577
H -0.20042 6.38552 -3.08435
H -0.06760 4.09192 -2.17352
H 0.59798 3.74085 0.19357
F 9.51412 2.65781 -3.76049
C 9.17192 2.58836 -5.06423
C 9.36221 3.69252 -5.86773
C 9.01213 3.61275 -7.20670
C 8.47193 2.44177 -7.71873
C 8.28497 1.34474 -6.89080
C 8.64140 1.41445 -5.55347
H 9.77817 4.59803 -5.44705
H 9.16125 4.46749 -7.85149
H 8.19665 2.38531 -8.76277
H 7.86011 0.43258 -7.28560
H 8.51099 0.56761 -4.89279
F -0.33837 0.64815 3.26386
C -0.78820 1.14817 4.43808
C -0.70649 0.36667 5.57020
C -1.16800 0.88175 6.77132
C -1.70838 2.15834 6.82062
C -1.78398 2.92508 5.66710
C -1.31669 2.42082 4.46330
H -0.28781 -0.62914 5.50798
H -1.10541 0.28467 7.67006
H -2.07014 2.55534 7.75879
H -2.20751 3.91887 5.70317
H -1.35866 3.00529 3.55362

Copy entry 2 word for word.
Here is a molecular structure, C3H33NO15S2 in a non-equilibrium geometry from the OMol25 dataset. Energies are from ωB97M-V with the def2-TZVPD basis set.

Output
Energy relative to the best compared isomer or geometry (same formula, charge and spin) ... 0.0 kJ/mol
Net charge ... 0
DFT total energy ... -57519.741 eV
Highest occupied orbital energy ... -9.0 eV
Spin multiplicity ... 1

Element x y z (Å)
N -0.58032 0.12974 0.27660
C 0.07375 0.71403 -0.85329
C 0.32912 2.28340 -0.77342
O 1.55676 2.33117 0.60976
O 0.97615 2.83958 -1.68505
C -0.51983 0.38452 -2.30531
S -0.22105 -1.16020 -3.00554
S -1.94506 -2.26383 -3.14851
H -1.56672 0.27221 0.26126
H -0.29128 -0.82816 0.27630
H 1.11803 0.43914 -1.01527
H 1.63391 3.19428 1.04684
H 0.03394 1.10711 -2.92012
H -1.58292 0.62937 -2.16010
H -2.19269 -2.91144 -1.99592
H 3.04520 0.19875 -1.57851
H 3.44097 0.20175 -0.09426
O 3.16819 -0.39449 -0.80222
H -2.06284 2.41757 -0.76984
H -2.37352 2.79530 -2.11051
O -2.84912 2.39928 -1.36294
H -2.79707 -2.90007 1.41152
H -1.34764 -3.54291 1.67351
O -2.21430 -3.33113 2.06847
H 3.73192 1.93803 -3.10438
H 2.34575 1.95243 -2.51029
O 3.04566 1.32177 -2.81982
H -4.20429 -1.98851 0.00016
H -3.60340 -0.64257 0.36822
O -3.42868 -1.58579 0.39361
H 0.99019 -4.38053 0.92788
H 0.07826 -3.93390 -0.13027
O 0.21776 -3.80858 0.81769
H 2.08918 -2.31815 1.76672
H 0.85381 -1.96814 2.67682
O 1.71460 -1.67097 2.38676
H -1.53507 -1.56961 2.99376
H -2.95998 -1.39348 3.50775
O -2.25979 -0.94699 3.02595
H -1.02623 1.82589 2.77110
H -1.39884 0.58025 3.55268
O -0.80046 1.36721 3.58997
H -0.57931 3.97106 -0.50802
H 0.78752 0.98727 3.21134
O -0.51837 3.11281 -0.04907
H 1.72724 -0.08741 2.56217
H 1.22698 1.67783 1.36092
O 1.61987 0.88899 2.66613
H 3.51226 -3.09350 0.44399
H 2.65419 -2.11946 -0.25652
O 2.54856 -2.96547 0.26000
H 0.29216 3.51453 -2.91982
H 0.26910 2.82256 -4.24435
O -0.22226 3.50745 -3.78454

> Look up the net charge of the second one.

0